Below is a structure of composition C7H7AsBr2O6SV, with properties calculated with the ωB97M-V functional and the def2-TZVPD basis.

For the energy relative to the best compared isomer or geometry (same formula, charge and spin), the calculation gives 4.9 kcal per mole. The calculation puts the electronic energy at -9448.3821 a.u. The charge is 0. The expectation value of S² is 0.77. The spin multiplicity is 2.

```
25
Properties=species:S:1:pos:R:3:forces:R:3
V 1.21120 -1.29035 -1.06427 -0.27 -0.29 0.10
Br 4.64613 -1.60672 -1.85194 0.03 0.07 -0.08
C 4.44989 -2.56256 -0.20520 -0.03 -0.01 0.03
Br 2.68853 -3.33595 -0.01994 0.05 -0.07 0.06
H 4.55877 -1.86120 0.61123 0.06 0.00 0.00
H 5.17239 -3.36627 -0.16828 0.02 0.01 -0.01
O -2.75776 -2.13072 -0.02913 -0.02 -0.15 0.34
As -1.15773 -1.45163 -0.20023 0.06 0.35 -0.18
O 0.10296 -2.11779 0.66608 -0.31 -0.02 -0.07
O -0.63471 -1.67869 -1.77792 0.23 -0.19 -0.33
C -1.49847 0.39987 0.20209 -0.15 -0.10 0.11
C -2.77030 0.70718 0.67399 0.16 -0.07 -0.05
C -3.10402 2.01139 1.00854 -0.07 0.04 0.03
C -2.16620 3.01605 0.87787 -0.04 0.04 0.02
C -0.89413 2.72424 0.40811 0.07 -0.10 -0.02
C -0.54823 1.42346 0.06857 -0.08 0.07 0.03
S 1.11369 1.23200 -0.57237 0.03 -0.02 -0.09
O 1.70397 2.52791 -0.55291 0.10 -0.03 -0.08
O 1.80978 0.18997 0.23757 0.09 0.15 0.15
O 0.96834 0.57680 -1.90574 0.06 0.26 0.10
H -2.72564 -3.09484 0.01555 0.02 0.02 -0.04
H -3.49784 -0.08536 0.77461 -0.03 0.03 0.01
H -4.09935 2.23204 1.37092 0.01 0.01 0.00
H -2.41484 4.03665 1.13657 -0.01 -0.01 0.00
H -0.15646 3.50455 0.29621 0.01 0.00 -0.01
```
Forces are in eV/Å.